This record from OMol25 describes a 3-piece molecular cluster, C20H29F5NO4S2 overall. The level of theory is the ωB97M-V functional and the def2-TZVPD basis.

XYZ file:
```
61
Properties=species:S:1:pos:R:3:forces:R:3
F 7.43399 -0.16902 2.01917 0.62 0.35 0.35
C 6.34357 -0.57923 1.40646 -0.55 -0.15 -0.01
F 6.64862 -0.85516 0.14028 0.16 -0.01 -0.53
F 5.97527 -1.74255 1.96899 -0.13 -0.32 0.22
C 5.21242 0.40924 1.48827 -0.29 0.12 -0.10
C 5.27221 1.52134 2.31601 -0.33 0.13 -0.09
C 4.19297 2.40340 2.37088 -0.07 -0.37 -0.29
C 3.04816 2.15558 1.61816 0.37 -0.28 0.10
C 2.99209 1.02283 0.81044 0.25 -0.03 -0.22
C 1.75188 0.68762 0.02039 0.39 -0.66 0.64
F 2.09648 0.13008 -1.16405 0.14 -0.05 -0.37
F 1.03030 1.79406 -0.27235 -0.28 0.49 -0.11
C 0.82281 -0.35939 0.70897 0.26 0.18 0.17
C 1.08453 -0.81136 2.14376 -0.94 -0.73 0.54
C 0.32711 0.16626 3.09772 0.23 -0.35 -0.80
C -0.44825 1.03896 2.10922 0.63 0.71 0.59
N -0.56563 0.18787 0.89248 0.55 -0.70 0.38
C 4.07855 0.15103 0.72322 -0.23 0.59 0.45
H 6.14974 1.70896 2.91267 0.14 0.00 0.02
H 4.24146 3.28590 2.98620 0.06 0.10 0.11
H 2.22070 2.84677 1.65453 -0.07 0.11 -0.03
H 0.81411 -1.24298 0.08067 -0.25 0.08 -0.35
H 2.09345 -1.09044 2.41182 0.34 0.51 -0.11
H 0.54131 -1.75805 2.22316 0.10 -0.12 -0.07
H -0.35725 -0.37228 3.74168 0.15 -0.13 0.28
H 1.04779 0.73328 3.67049 -0.19 0.30 0.25
H -1.40519 1.43970 2.41704 -0.24 -0.26 0.07
H 0.21190 1.87162 1.89870 -0.28 0.24 -0.50
H -1.09273 -0.64686 1.17602 -0.92 0.18 -0.41
H -1.00954 0.61472 0.08297 0.11 0.07 -0.07
H 4.03038 -0.71050 0.07979 0.08 -0.16 -0.13
C -5.99298 0.68532 1.44678 0.02 -0.06 0.12
C -5.21195 0.77894 2.76513 0.01 -0.02 -0.09
C -4.57476 -0.59464 3.01876 0.01 0.29 0.15
S -4.32835 -1.33065 1.39712 -0.33 0.16 0.03
O -5.15048 -2.49709 1.27910 0.19 -0.15 -0.04
O -2.90304 -1.41432 1.10525 0.30 0.09 0.05
C -5.05965 0.00093 0.45293 -0.09 0.18 -0.03
H -6.30199 1.66490 1.08808 -0.01 0.00 -0.01
H -6.89045 0.08101 1.58871 -0.01 0.00 -0.03
H -4.43273 1.54015 2.67351 -0.01 0.00 -0.01
H -5.85276 1.06860 3.59518 0.01 0.00 0.01
H -3.61565 -0.52637 3.52711 0.01 -0.12 0.00
H -5.23725 -1.25518 3.57389 0.01 -0.09 -0.08
H -5.56493 -0.41509 -0.41547 0.09 -0.11 0.00
H -4.25759 0.66784 0.13475 0.01 -0.02 -0.02
C 0.79190 -0.37938 -4.03349 0.01 -0.07 -0.08
C 0.93482 -1.73748 -4.73590 -0.06 0.05 0.01
C -0.41439 -2.05395 -5.39489 0.25 -0.18 0.12
S -1.17853 -0.46617 -5.75804 0.16 -0.01 -0.11
O -2.36073 -0.32944 -4.94395 -0.07 0.03 0.03
O -1.22219 -0.25817 -7.17850 -0.17 0.03 0.02
C 0.11464 0.54310 -5.04040 0.18 0.03 0.21
H 1.75458 0.01666 -3.71648 0.00 0.00 0.01
H 0.16082 -0.48528 -3.14671 -0.01 0.02 0.00
H 1.71430 -1.67184 -5.49652 -0.01 0.02 -0.01
H 1.22251 -2.52583 -4.04139 0.01 -0.01 -0.02
H -0.30893 -2.60896 -6.32304 -0.10 0.04 -0.04
H -1.07942 -2.58788 -4.71898 -0.08 0.06 -0.02
H -0.33247 1.42845 -4.59478 -0.10 0.00 -0.10
H 0.79447 0.83039 -5.84152 -0.03 -0.02 -0.03
```
Forces are in eV/Å.

Output
Charge: +1
Orbital gap in eV: 9.517
HOMO in eV: -12.27